A molecular structure, C5H8AgBr4O3. Source: the OMol25 dataset; level of theory: ωB97M-V/def2-TZVPD.

Output
Total charge: -1
HOMO-LUMO gap, eV: 4.146
LUMO level, eV: 2.0
Total energy, eV: -295626.063

Geometry (Å):
Ag 1.42879 0.74668 -0.04568
C 3.77201 0.79007 -1.44153
O 3.64655 0.17718 -0.38111
O 2.73127 1.32098 -1.91685
O 4.72888 0.82207 -2.20948
Br -3.44182 4.19451 2.80824
C -3.24856 2.25947 2.37821
C -2.62635 1.97537 0.97382
Br -0.70175 2.46145 0.84592
H -4.22396 1.78557 2.48834
H -2.64268 1.74490 3.12402
H -3.11468 2.38658 0.09034
H -2.54087 0.89743 0.83653
Br -0.11779 -0.86472 -2.05074
C 1.18900 -2.24426 -1.47348
C 0.65245 -3.38987 -0.57859
Br -0.29849 -2.46280 0.95111
H 1.95587 -1.80494 -0.83551
H 1.55538 -2.73825 -2.37339
H 1.39067 -4.04580 -0.11718
H -0.09389 -4.01164 -1.07305